Density functional theory data (wB97M-V/def2-TZVPD) for one molecule with the formula C3H6N2S2.

## Properties
E_HOMO = -8.308 eV
Largest force on an atom = 0.0131 hartree/bohr
SMILES = S=C(NS)N1CC1
Lowest unoccupied orbital energy = 0.6 eV
Total charge = 0
Relative energy (zero: lowest compared OMol25 entry of this formula, charge and spin) = 181.31 kJ/mol

Structure (XYZ):
```
13
Properties=species:S:1:pos:R:3:lowdin_charge:R:1
C 0.6405 0.6326 0.5049 -0.913
C -0.7715 -1.3834 0.3640 -0.133
C 0.1614 -1.4274 -0.7697 -0.126
H -1.2429 1.5990 -1.1016 -0.135
H 1.1129 2.5664 0.8144 0.081
H -1.8188 -1.6022 0.2214 0.105
H -0.3791 -1.6370 1.3296 0.080
H 1.1868 -1.6934 -0.5387 0.084
H -0.2037 -1.6466 -1.7469 0.099
N 0.4735 1.9458 0.3235 -0.388
N -0.2921 -0.1390 -0.2378 -0.137
S -0.6986 2.7504 -0.6620 0.756
S 1.8316 0.0349 1.4989 0.627
```